Version A
Entry from OMol25: a single C2H6Si2 molecule (wB97M-V/def2-TZVPD).

Each line ends with the Löwdin charge.
Positions of all 10 atoms, in Å:
Si (2.420, -0.022, -0.056)  0.56
Si (-2.440, -0.008, -0.016)  0.61
C (0.624, -0.153, -0.045)  -0.38
C (-0.579, -0.152, -0.054)  -0.33
H (2.644, 0.887, 1.215)  -0.05
H (-2.652, 1.372, -0.405)  -0.08
H (-2.903, -0.225, 1.351)  -0.09
H (2.670, 0.961, -1.059)  -0.10
H (-2.631, -1.156, -0.848)  -0.09
H (2.848, -1.504, -0.082)  -0.05

SMILES = [SiH3]C#C[SiH3]
HOMO = -9.8937 eV
total charge = 0
LUMO energy = 0.94 eV
gap between HOMO and LUMO = 10.8 eV

=====

Version B
Entry from OMol25: a single C2H6Si2 molecule (wB97M-V/def2-TZVPD).

Each line ends with the Löwdin charge.
Positions of all 10 atoms, in Å:
Si (2.553, -0.051, 0.004)  0.55
Si (-2.410, 0.020, -0.013)  0.54
C (-0.584, 0.067, -0.203)  -0.28
C (0.737, 0.322, 0.277)  -0.29
H (-2.567, -0.617, 1.220)  -0.11
H (-3.184, 1.234, -0.154)  -0.09
H (2.728, -1.487, 0.257)  -0.07
H (2.718, 0.467, -1.445)  -0.06
H (-3.076, -1.125, -0.580)  -0.10
H (3.084, 1.171, 0.636)  -0.09

SMILES = [SiH3]C#C[SiH3]
HOMO = -9.4318 eV
total charge = 0
LUMO energy = 0.07 eV
gap between HOMO and LUMO = 9.5 eV

=====

Quick one: least stable of them? version B